# 1
{
  "formula": "C32H29CeClN8O8S",
  "method": "ωB97M-V/def2-TZVPD",
  "charge": 2,
  "e_above_lowest_kcal_mol": 30.39,
  "homo_energy_ev": [-13.98, -13.98],
  "lumo_ev": [-7.3980, -7.3990],
  "homo_lumo_gap_ha": [0.242, 0.242],
  "total_energy_ev": -98225.4485,
  "elements": ["Ce", "C", "C", "C", "C", "C", "C", "N", "C", "C", "C", "C", "C", "N", "C", "C", "C", "C", "C", "C", "N", "H", "H", "H", "H", "H", "H", "H", "H", "H", "H", "H", "H", "H", "H", "H", "C", "N", "C", "C", "N", "C", "S", "C", "C", "C", "C", "C", "N", "H", "H", "H", "H", "H", "H", "H", "H", "H", "C", "C", "N", "C", "C", "N", "C", "O", "O", "C", "O", "O", "H", "H", "H", "H", "H", "O", "Cl", "O", "O", "O"],
  "coordinates": [[-0.788, -0.142, 0.479], [2.567, -0.854, -0.292], [2.637, 0.047, 0.867], [3.797, 0.151, 1.636], [3.816, 0.851, 2.787], [2.649, 1.354, 3.270], [1.480, 1.206, 2.483], [1.494, 0.600, 1.281], [0.169, 1.863, 2.899], [-0.078, 2.492, 4.160], [-1.327, 2.790, 4.607], [-2.369, 2.577, 3.730], [-2.152, 2.076, 2.430], [-0.807, 1.680, 2.029], [-3.201, 1.865, 1.481], [-4.563, 1.961, 1.810], [-5.568, 1.741, 0.892], [-5.148, 1.523, -0.403], [-3.775, 1.389, -0.707], [-3.350, 1.229, -2.117], [-2.825, 1.518, 0.276], [3.465, -0.728, -0.862], [1.694, -0.612, -0.926], [2.494, -1.866, 0.023], [4.685, -0.339, 1.226], [4.802, 0.962, 3.333], [2.578, 1.855, 4.219], [0.789, 2.599, 4.858], [-1.454, 3.256, 5.581], [-3.390, 2.869, 4.077], [-4.749, 2.170, 2.819], [-6.606, 1.758, 1.223], [-5.801, 1.333, -1.195], [-3.719, 2.128, -2.709], [-3.817, 0.384, -2.625], [-2.235, 1.171, -2.272], [2.375, 3.771, 0.233], [2.479, 2.834, -0.936], [3.586, 2.720, -1.727], [3.253, 1.795, -2.688], [1.896, 1.522, -2.454], [1.385, 2.196, -1.365], [-0.213, 2.301, -0.817], [1.181, 0.782, -3.421], [1.322, 1.188, -4.748], [0.731, 0.374, -5.685], [0.047, -0.710, -5.229], [-0.057, -0.979, -3.851], [0.503, -0.248, -2.917], [3.020, 3.399, 1.024], [1.392, 3.780, 0.690], [2.594, 4.699, -0.136], [4.463, 3.332, -1.584], [3.752, 1.370, -3.594], [1.963, 2.035, -5.030], [0.816, 0.540, -6.712], [-0.464, -1.413, -5.837], [-0.665, -1.836, -3.604], [0.153, -3.914, -2.142], [0.340, -3.747, -0.708], [0.040, -2.773, 0.113], [0.192, -3.254, 1.422], [0.658, -4.581, 1.330], [0.723, -4.828, 0.022], [1.266, -5.554, 2.240], [1.168, -5.283, 3.535], [1.806, -6.547, 1.855], [0.028, -2.329, 2.594], [0.270, -2.675, 3.733], [-0.397, -1.098, 2.212], [-0.688, -3.320, -2.493], [-0.133, -4.959, -2.438], [1.138, -3.533, -2.551], [1.134, -5.696, -0.332], [0.685, -4.412, 3.752], [-4.409, -1.689, -0.620], [-3.057, -2.012, -0.440], [-2.200, -1.188, -1.329], [-2.803, -3.387, -0.692], [-2.670, -1.533, 0.954]]
}

***

# 2
{
  "formula": "C32H29ClN6O6S4SiSn",
  "method": "ωB97M-V/def2-TZVPD",
  "charge": -2,
  "e_above_lowest_kcal_mol": 20.06,
  "homo_energy_ev": -2.52,
  "lumo_ev": 3.5740,
  "homo_lumo_gap_ha": 0.224,
  "total_energy_ev": -124448.9669,
  "elements": ["Sn", "N", "N", "C", "O", "O", "H", "H", "H", "S", "C", "C", "C", "C", "C", "C", "N", "C", "C", "C", "C", "C", "C", "C", "C", "N", "C", "C", "C", "C", "C", "S", "C", "H", "H", "H", "H", "H", "H", "H", "H", "H", "H", "H", "H", "S", "C", "N", "C", "C", "C", "C", "H", "H", "H", "H", "H", "C", "Si", "C", "C", "C", "C", "H", "H", "H", "H", "H", "H", "H", "H", "H", "S", "C", "N", "O", "Cl", "O", "O", "O"],
  "coordinates": [[-0.285, -0.858, -0.203], [1.500, -3.032, -0.360], [2.739, -2.713, 0.227], [2.810, -1.608, 1.111], [3.858, -1.502, 1.743], [1.827, -0.829, 1.132], [0.923, -3.652, 0.210], [1.649, -3.514, -1.240], [3.322, -3.489, 0.530], [4.827, 3.993, 1.907], [6.202, 3.433, 1.030], [5.929, 2.301, 0.331], [4.595, 1.871, 0.478], [3.860, 2.678, 1.299], [2.474, 2.497, 1.654], [1.640, 1.781, 0.767], [0.441, 1.402, 1.080], [-0.064, 1.722, 2.269], [0.606, 2.586, 3.168], [-0.057, 2.988, 4.364], [-1.308, 2.551, 4.656], [-1.973, 1.608, 3.818], [-3.225, 1.050, 4.112], [-3.742, 0.047, 3.307], [-2.961, -0.370, 2.202], [-1.821, 0.173, 1.894], [-1.323, 1.158, 2.646], [-5.014, -0.596, 3.552], [-5.536, -1.694, 2.921], [-6.830, -2.033, 3.365], [-7.289, -1.201, 4.336], [-6.139, 0.014, 4.741], [1.921, 2.946, 2.840], [7.120, 3.987, 1.087], [6.654, 1.785, -0.272], [4.189, 0.974, 0.045], [1.971, 1.508, -0.221], [0.463, 3.649, 5.045], [-1.807, 2.869, 5.562], [-3.776, 1.381, 4.984], [-3.266, -1.185, 1.563], [-4.998, -2.248, 2.173], [-7.400, -2.852, 2.959], [-8.236, -1.220, 4.840], [2.510, 3.536, 3.533], [-2.966, -1.780, -2.572], [-1.827, -2.855, -3.098], [-0.531, -2.454, -3.266], [0.442, -3.282, -3.668], [0.183, -4.573, -4.013], [-1.141, -5.047, -3.863], [-2.116, -4.212, -3.420], [-0.238, -1.512, -2.911], [1.428, -2.844, -3.705], [0.969, -5.233, -4.340], [-1.360, -6.083, -4.074], [-3.125, -4.548, -3.252], [1.933, 2.200, -5.511], [1.946, 2.285, -3.588], [0.739, 3.655, -3.041], [3.717, 2.837, -3.079], [1.426, 0.703, -2.807], [0.908, -0.212, -2.176], [2.137, 3.170, -5.960], [0.961, 1.873, -5.868], [2.674, 1.503, -5.893], [0.784, 4.545, -3.664], [0.940, 3.953, -2.016], [-0.278, 3.278, -3.063], [3.999, 3.792, -3.517], [4.466, 2.109, -3.375], [3.772, 2.945, -2.000], [-2.992, 3.294, -0.148], [-2.172, 2.008, -0.618], [-1.564, 1.077, -0.980], [-1.556, -5.132, 1.648], [-2.025, -4.492, 0.460], [-2.545, -3.209, 0.790], [-3.036, -5.296, -0.144], [-0.933, -4.354, -0.453]]
}

***

# 3
{
  "formula": "C32H29F5N3O5",
  "method": "ωB97M-V/def2-TZVPD",
  "charge": -1,
  "e_above_lowest_kcal_mol": 0.79,
  "homo_energy_ev": -5.45,
  "lumo_ev": 2.6414,
  "homo_lumo_gap_ha": 0.297,
  "smiles": "COc1cccc(-c2c(C)n(Cc3c(F)cccc3C(F)(F)F)c(=O)n(C[C@H](NCCCC(=O)[O-])c3ccccc3)c2=O)c1F",
  "total_energy_ev": -61954.3648,
  "elements": ["C", "O", "C", "C", "C", "C", "C", "C", "F", "C", "C", "N", "C", "O", "N", "C", "O", "C", "H", "H", "C", "N", "H", "C", "C", "C", "H", "H", "C", "O", "O", "H", "H", "H", "H", "C", "C", "C", "C", "C", "C", "H", "H", "H", "H", "H", "H", "C", "C", "C", "C", "C", "C", "C", "F", "H", "H", "H", "C", "F", "F", "F", "H", "H", "C", "H", "H", "H", "H", "H", "H", "H", "H", "H"],
  "coordinates": [[3.545, 5.263, -0.588], [3.520, 4.864, 0.765], [2.834, 3.731, 1.110], [3.114, 3.227, 2.380], [2.490, 2.089, 2.852], [1.585, 1.409, 2.058], [1.279, 1.893, 0.792], [1.892, 3.054, 0.338], [1.502, 3.544, -0.869], [0.395, 1.112, -0.093], [-0.901, 0.830, 0.201], [-1.623, 0.021, -0.634], [-1.034, -0.714, -1.647], [-1.695, -1.445, -2.359], [0.312, -0.524, -1.823], [1.066, 0.475, -1.206], [2.195, 0.722, -1.591], [1.016, -1.534, -2.584], [1.842, -1.057, -3.113], [0.301, -1.970, -3.283], [1.552, -2.641, -1.631], [0.503, -3.005, -0.710], [0.369, -2.271, -0.014], [0.675, -4.264, -0.008], [0.207, -4.168, 1.446], [-1.177, -3.536, 1.600], [-1.716, -3.976, 2.443], [-1.775, -3.698, 0.700], [-1.135, -1.996, 1.840], [-2.201, -1.465, 2.201], [-0.058, -1.404, 1.631], [0.216, -5.175, 1.876], [0.926, -3.558, 2.000], [1.729, -4.593, -0.015], [0.087, -5.031, -0.537], [2.856, -2.184, -0.996], [2.891, -1.571, 0.250], [4.090, -1.125, 0.775], [5.270, -1.295, 0.073], [5.246, -1.916, -1.163], [4.047, -2.355, -1.692], [4.031, -2.833, -2.664], [6.164, -2.054, -1.720], [6.206, -0.941, 0.485], [4.098, -0.632, 1.737], [1.983, -1.427, 0.817], [1.765, -3.518, -2.262], [-3.024, -0.255, -0.388], [-3.943, 0.876, -0.740], [-5.248, 0.945, -0.235], [-6.105, 1.992, -0.550], [-5.691, 3.005, -1.393], [-4.420, 2.957, -1.933], [-3.579, 1.907, -1.610], [-2.366, 1.918, -2.190], [-4.061, 3.719, -2.607], [-6.355, 3.819, -1.633], [-7.100, 2.011, -0.132], [-5.759, -0.126, 0.696], [-5.235, -0.037, 1.924], [-5.547, -1.370, 0.250], [-7.098, -0.040, 0.873], [-3.268, -1.117, -1.026], [-3.134, -0.576, 0.658], [-1.602, 1.386, 1.390], [-1.861, 0.535, 2.036], [-2.522, 1.902, 1.117], [-0.953, 2.065, 1.932], [1.112, 0.494, 2.380], [2.728, 1.722, 3.839], [3.839, 3.759, 2.977], [3.794, 4.429, -1.248], [2.591, 5.697, -0.901], [4.324, 6.024, -0.652]]
}

***

# 4
{
  "formula": "C32H29F5O4S",
  "method": "ωB97M-V/def2-TZVPD",
  "homo_energy_ev": -9.23,
  "lumo_ev": 0.5601,
  "homo_lumo_gap_ha": 0.360,
  "total_energy_ev": -66264.4789,
  "elements": ["F", "C", "C", "C", "C", "C", "C", "H", "H", "H", "H", "H", "F", "C", "C", "C", "C", "C", "C", "H", "H", "H", "H", "H", "F", "C", "C", "C", "C", "C", "C", "H", "H", "H", "H", "H", "F", "C", "C", "C", "C", "C", "C", "H", "H", "H", "H", "H", "F", "C", "C", "C", "C", "C", "C", "H", "H", "H", "H", "H", "C", "C", "O", "S", "O", "O", "O", "H", "H", "H", "H"],
  "coordinates": [[13.921, -14.742, -7.078], [13.986, -15.964, -7.711], [12.858, -16.225, -8.480], [12.746, -17.476, -9.061], [13.782, -18.455, -8.841], [14.877, -18.144, -8.059], [15.080, -16.828, -7.595], [12.024, -15.476, -8.709], [11.902, -17.711, -9.702], [13.599, -19.478, -9.198], [15.514, -18.957, -7.723], [15.845, -16.643, -6.906], [10.767, -26.480, -12.632], [10.553, -26.020, -11.296], [9.505, -25.101, -11.147], [9.237, -24.610, -9.894], [9.953, -25.072, -8.815], [10.885, -26.091, -9.008], [11.244, -26.528, -10.243], [8.987, -24.705, -11.995], [8.479, -23.852, -9.768], [9.732, -24.685, -7.839], [11.423, -26.457, -8.156], [11.980, -27.255, -10.280], [8.276, -14.383, -7.754], [8.866, -14.515, -8.981], [9.511, -13.345, -9.415], [10.064, -13.333, -10.693], [9.981, -14.504, -11.423], [9.455, -15.664, -10.981], [8.891, -15.716, -9.715], [9.572, -12.460, -8.767], [10.601, -12.503, -11.088], [10.232, -14.466, -12.455], [9.268, -16.463, -11.665], [8.416, -16.593, -9.340], [5.839, -17.035, -4.258], [5.518, -16.941, -5.596], [4.761, -17.982, -6.166], [4.287, -17.882, -7.444], [4.661, -16.761, -8.186], [5.498, -15.729, -7.676], [5.942, -15.856, -6.392], [4.463, -18.808, -5.577], [3.596, -18.651, -7.804], [4.348, -16.734, -9.220], [5.803, -14.941, -8.352], [6.522, -15.098, -5.927], [11.717, -20.149, -7.106], [11.089, -19.139, -6.523], [11.816, -18.391, -5.602], [11.133, -17.400, -4.874], [9.839, -17.068, -5.212], [9.171, -17.807, -6.131], [9.771, -18.882, -6.821], [12.804, -18.674, -5.313], [11.673, -16.845, -4.171], [9.306, -16.335, -4.665], [8.152, -17.492, -6.297], [9.271, -19.509, -7.588], [8.628, -20.796, -3.741], [7.325, -19.983, -3.596], [6.406, -20.677, -4.503], [6.956, -22.105, -4.916], [7.489, -22.094, -6.217], [6.041, -23.133, -4.487], [8.150, -22.113, -3.930], [9.222, -20.763, -2.847], [9.142, -20.441, -4.640], [7.469, -18.912, -3.776], [6.885, -20.078, -2.603]]
}

***

# 5
{
  "formula": "C32H29N2O10P2",
  "method": "ωB97M-V/def2-TZVPD",
  "charge": 1,
  "homo_energy_ev": -11.14,
  "lumo_ev": -3.9652,
  "homo_lumo_gap_ha": 0.264,
  "total_energy_ev": -75684.5596,
  "elements": ["N", "P", "O", "O", "C", "C", "O", "C", "C", "P", "O", "O", "O", "N", "H", "H", "H", "H", "H", "H", "H", "H", "H", "H", "H", "H", "H", "C", "C", "C", "C", "C", "C", "C", "O", "C", "C", "C", "C", "C", "C", "C", "O", "H", "H", "H", "H", "H", "H", "H", "H", "C", "C", "C", "C", "C", "C", "C", "O", "C", "C", "C", "C", "C", "C", "C", "O", "H", "H", "H", "H", "H", "H", "H", "H"],
  "coordinates": [[-0.932, -3.581, -1.206], [-0.419, -3.208, -2.601], [1.097, -3.679, -2.820], [-1.312, -3.959, -3.715], [-0.493, -1.374, -2.920], [-0.890, -0.549, -1.670], [0.073, 0.361, -1.175], [0.799, 1.036, -2.163], [1.645, -0.009, -2.894], [2.798, -0.933, -1.803], [2.034, -1.745, -0.874], [3.756, -1.815, -2.719], [3.736, 0.104, -1.099], [0.730, -0.892, -3.673], [-1.745, -4.187, -1.258], [1.427, -3.980, -1.950], [-1.255, -3.542, -4.591], [-1.319, -1.279, -3.621], [-1.785, 0.027, -1.930], [-1.182, -1.177, -0.835], [0.191, 1.646, -2.845], [1.472, 1.715, -1.642], [2.255, 0.550, -3.610], [3.265, -2.530, -3.156], [4.278, -0.410, -0.470], [1.288, -1.655, -4.071], [0.417, -0.353, -4.484], [0.544, -2.380, 2.171], [-0.831, -2.228, 2.035], [-1.694, -3.149, 2.601], [-1.184, -4.237, 3.299], [0.197, -4.403, 3.416], [1.057, -3.465, 2.859], [0.765, -5.587, 4.119], [1.966, -5.727, 4.223], [-0.174, -6.595, 4.680], [0.335, -7.734, 5.290], [-0.528, -8.674, 5.828], [-1.904, -8.476, 5.767], [-2.417, -7.345, 5.155], [-1.557, -6.406, 4.602], [-2.124, -5.212, 3.918], [-3.323, -5.037, 3.859], [1.214, -1.653, 1.732], [-1.231, -1.384, 1.486], [-2.764, -3.029, 2.501], [2.127, -3.588, 2.963], [1.404, -7.887, 5.341], [-0.130, -9.563, 6.299], [-2.575, -9.208, 6.195], [-3.486, -7.193, 5.104], [-0.520, 3.719, 0.708], [0.324, 4.439, 1.549], [0.705, 5.727, 1.214], [0.253, 6.299, 0.031], [-0.575, 5.570, -0.823], [-0.968, 4.284, -0.475], [-1.032, 6.144, -2.119], [-1.753, 5.502, -2.858], [-0.577, 7.509, -2.488], [-0.946, 8.043, -3.717], [-0.539, 9.319, -4.067], [0.232, 10.072, -3.187], [0.608, 9.544, -1.964], [0.214, 8.260, -1.613], [0.655, 7.694, -0.309], [1.330, 8.345, 0.458], [-0.825, 2.715, 0.976], [0.682, 3.993, 2.467], [1.356, 6.290, 1.869], [-1.622, 3.724, -1.130], [-1.549, 7.459, -4.399], [-0.825, 9.731, -5.026], [0.543, 11.072, -3.460], [1.211, 10.128, -1.282]]
}

***

# 6
{
  "formula": "C32H29N2O3",
  "method": "ωB97M-V/def2-TZVPD",
  "charge": -1,
  "homo_energy_ev": -3.39,
  "lumo_ev": 2.3940,
  "homo_lumo_gap_ha": 0.212,
  "smiles": "CCOC(=O)[C@@H](C#N)[C@H](c1ccc(N(C)C)cc1)c1cc(-c2ccccc2)c([O-])c(-c2ccccc2)c1",
  "total_energy_ev": -42776.8649,
  "elements": ["C", "C", "O", "C", "C", "C", "N", "O", "H", "H", "H", "H", "H", "H", "C", "N", "C", "C", "C", "C", "C", "C", "C", "C", "C", "C", "C", "C", "C", "C", "C", "C", "O", "C", "C", "C", "C", "C", "C", "C", "C", "C", "C", "H", "H", "H", "H", "H", "H", "H", "H", "H", "H", "H", "H", "H", "H", "H", "H", "H", "H", "H", "H", "H", "H", "H"],
  "coordinates": [[4.180, -1.487, 1.535], [2.741, -1.706, 1.087], [2.019, -2.274, 2.267], [0.781, -2.715, 1.998], [-0.038, -3.257, 3.315], [-1.386, -3.163, 2.803], [-2.527, -3.108, 2.571], [0.235, -2.484, 0.924], [4.777, -1.073, 0.718], [4.246, -0.797, 2.393], [4.626, -2.454, 1.819], [2.262, -0.766, 0.763], [2.718, -2.426, 0.268], [0.232, -2.422, 3.937], [-5.059, -2.664, 8.550], [-3.632, -2.864, 8.717], [-3.099, -2.327, 9.956], [-2.802, -3.268, 7.687], [-1.440, -2.919, 7.710], [-0.616, -3.273, 6.642], [-1.056, -4.049, 5.571], [-0.074, -4.335, 4.318], [1.278, -4.898, 4.758], [1.956, -5.554, 3.737], [3.289, -5.896, 3.822], [3.987, -6.516, 2.694], [3.467, -6.387, 1.384], [4.054, -7.047, 0.301], [5.193, -7.843, 0.493], [5.743, -7.962, 1.778], [5.153, -7.296, 2.851], [4.051, -5.537, 5.053], [5.261, -5.814, 5.181], [3.300, -4.837, 6.108], [4.032, -4.179, 7.210], [3.481, -3.037, 7.846], [4.138, -2.387, 8.899], [5.368, -2.861, 9.368], [5.944, -3.980, 8.753], [5.296, -4.607, 7.681], [1.909, -4.774, 6.002], [-2.388, -4.487, 5.622], [-3.273, -4.057, 6.610], [-5.421, -3.199, 7.657], [-5.584, -3.042, 9.443], [-5.303, -1.591, 8.443], [-2.220, -2.902, 10.267], [-2.810, -1.266, 9.847], [-3.879, -2.404, 10.726], [-1.038, -2.300, 8.528], [0.394, -2.866, 6.626], [-0.600, -5.041, 3.689], [1.417, -5.781, 2.818], [2.590, -5.766, 1.209], [3.613, -6.942, -0.693], [5.644, -8.377, -0.354], [6.628, -8.579, 1.949], [5.597, -7.373, 3.836], [2.531, -2.641, 7.482], [3.685, -1.505, 9.358], [5.874, -2.368, 10.204], [6.903, -4.367, 9.105], [5.782, -5.442, 7.184], [1.378, -4.557, 6.923], [-2.805, -5.121, 4.841], [-4.334, -4.307, 6.561]]
}